1 | Density functional theory data (ωB97M-V/def2-TZVPD) for a cluster of 2 separate species, C6H15N4O in total.

```
! wB97M-V def2-TZVPD RIJCOSX def2/J DEFGRID3
* xyz 1 1
C -1.220 2.652 0.158
C -1.635 1.158 0.092
C 0.504 1.606 -0.798
C -0.578 -0.278 -1.621
C 0.309 -0.294 0.682
C -0.501 -1.238 1.546
N 3.033 -2.513 -0.823
N 2.248 -1.657 -1.056
N 0.024 2.714 -0.543
N -0.397 0.434 -0.322
O -1.150 -0.503 2.495
H -2.011 3.167 -0.315
H -0.840 3.016 1.109
H -1.940 0.803 1.037
H -2.472 1.020 -0.475
H 1.435 1.509 -1.388
H -1.638 -0.321 -1.906
H -0.043 0.064 -2.517
H -0.305 -1.353 -1.425
H 1.068 -0.727 0.011
H 0.774 0.426 1.262
H -1.267 -1.834 1.186
H 0.289 -2.019 1.955
H 2.866 -3.057 0.033
H 3.950 -2.702 -1.450
H -0.503 -0.071 3.076
*
```

Properties
frontier orbital gap: 9.40 eV
highest occupied orbital energy: -11.984 eV


2 | Density functional theory data (ωB97M-V/def2-TZVPD) for the ion C6H15N4O with charge +1.

```
! wB97M-V def2-TZVPD RIJCOSX def2/J DEFGRID3
* xyz 1 1
C 0.074 2.485 -1.007
N 0.700 1.387 -0.385
C 1.401 0.448 -1.294
N 2.121 -0.449 -0.518
C 1.409 -1.341 0.293
C 0.203 -0.867 1.077
N -0.892 -1.857 1.000
C -2.042 -1.219 0.188
N -1.340 -0.107 -0.447
C -0.403 0.392 0.468
O -0.917 1.224 1.549
H -0.105 3.292 -0.288
H 0.746 2.921 -1.687
H -0.960 2.316 -1.350
H 2.106 1.045 -1.860
H 0.717 -0.110 -2.068
H 2.765 0.173 -0.002
H 2.076 -1.752 1.101
H 1.106 -2.087 -0.474
H 0.427 -0.752 2.193
H -1.241 -2.244 1.817
H -0.415 -2.687 0.467
H -2.844 -0.787 0.820
H -2.389 -1.927 -0.541
H -2.052 0.506 -0.669
H -0.251 1.997 1.618
*
```

Properties
SMILES string: CN1CNC[C@@H]2[NH2+]CN[C@@]21O
frontier orbital gap: 9.34 eV
highest occupied orbital energy: -12.562 eV


Most stable: 2. Least stable: 1.


1 | Density functional theory data (ωB97M-V/def2-TZVPD) for a cluster of 2 separate species, CH5NS in total.

```
! wB97M-V def2-TZVPD RIJCOSX def2/J DEFGRID3
* xyz 0 1
C 0.206 0.364 -1.079
N 0.791 1.000 -1.999
H -0.220 0.857 -0.206
H 0.258 -0.719 -1.110
H 0.762 1.999 -1.815
S -0.798 -1.217 2.667
H -1.231 -0.633 1.557
H 0.231 -1.651 1.986
*
```

Properties
SMILES string: C=N.S
frontier orbital gap: 10.84 eV
highest occupied orbital energy: -10.003 eV


2 | Density functional theory data (ωB97M-V/def2-TZVPD) for a cluster of 2 separate species, CH5NS in total.

```
! wB97M-V def2-TZVPD RIJCOSX def2/J DEFGRID3
* xyz 0 1
C 1.695 -1.421 -0.154
N 1.139 -0.309 0.100
H 2.626 -1.600 -0.648
H 1.321 -2.370 0.099
H 0.195 -0.550 0.618
S -2.273 1.880 0.511
H -1.348 2.623 -0.177
H -3.355 1.747 -0.349
*
```

Properties
SMILES string: C=N.S
frontier orbital gap: 10.66 eV
highest occupied orbital energy: -9.738 eV


3 | Density functional theory data (ωB97M-V/def2-TZVPD) for a cluster of 2 separate species, CH5NS in total.

```
! wB97M-V def2-TZVPD RIJCOSX def2/J DEFGRID3
* xyz 0 1
C -1.179 0.443 0.854
N -0.071 0.315 0.213
H -1.582 -0.399 1.441
H -1.757 1.356 0.781
H 0.066 1.029 -0.510
S 1.655 -1.491 -1.299
H 0.494 -0.858 -0.433
H 2.374 -0.395 -1.046
*
```

Properties
SMILES string: C=N.S
frontier orbital gap: 8.36 eV
highest occupied orbital energy: -8.331 eV


Most stable: 1. Least stable: 3.


1 | Density functional theory data (ωB97M-V/def2-TZVPD) for a cluster of 2 separate species, C3H5BrO2 in total.

```
! wB97M-V def2-TZVPD RIJCOSX def2/J DEFGRID3
* xyz 0 1
C 1.450 -0.922 0.113
C -0.942 0.362 0.804
C -0.767 -0.176 -0.604
O 1.961 -1.982 0.272
O -0.389 0.645 -1.631
Br 2.407 0.803 0.170
H -0.801 -0.432 1.436
H -2.014 0.452 0.851
H -0.204 1.159 1.062
H -1.167 -0.983 -1.062
H 0.467 1.073 -1.410
*
```

Properties
frontier orbital gap (spin up / spin down): 7.62 / 7.62 eV
highest occupied orbital energy (spin up / spin down): -8.130 / -8.131 eV


2 | Density functional theory data (ωB97M-V/def2-TZVPD) for a structure of composition C3H5BrO2.

```
! wB97M-V def2-TZVPD RIJCOSX def2/J DEFGRID3
* xyz 0 1
C 0.357 0.077 0.967
C 1.099 -1.114 0.664
C -0.516 0.509 -0.254
O 1.611 0.641 0.903
O 1.234 -1.471 -0.595
Br 1.903 -2.208 1.980
H -0.389 0.146 1.837
H -0.974 -0.403 -0.710
H 0.295 0.821 -0.927
H -1.271 1.381 0.001
H 2.165 -1.765 -0.760
*
```

Properties
frontier orbital gap: 10.03 eV
highest occupied orbital energy: -9.547 eV


Most stable: 2. Least stable: 1.